The following is a quantum chemistry calculation of a structure of composition C3H3InLiO2, from the OMol25 dataset.

Structure (XYZ):
```
10
Properties=species:S:1:pos:R:3:forces:R:3
C 0.38249 -0.78805 0.87004 -0.480 -2.186 -1.305
C -0.75740 -1.30216 0.37458 0.528 0.357 0.565
H -0.74927 -2.29140 -0.08329 -0.001 0.408 0.082
H 1.31319 -1.36278 0.74399 -0.303 0.266 0.117
H -1.70671 -0.76694 0.45009 0.214 -0.142 -0.114
O 0.49812 0.36630 1.53196 1.792 1.259 -0.826
C 2.06412 3.66126 0.62984 -0.666 1.100 -0.256
O 1.71544 4.67549 0.28208 0.599 -1.283 0.374
Li 1.97927 1.45751 1.58318 0.071 0.025 -0.428
In -0.74799 0.73546 3.06731 -1.754 0.198 1.790
```
Positions in Å, forces in eV/Å.

Net charge: +1
Max |F| (eV/A): 2.591
Energy above the lowest of the compared OMol25 structures with the same formula, charge and spin (kcal/mol): 0.0

Here are the Mulliken charges for atoms 1 to 8, given in e:
1. C 0.388
2. C -0.832
3. H 0.240
4. H 0.274
5. H 0.202
6. O -0.639
7. C -0.039
8. O -0.001